# 1
This record from OMol25 describes a single C5H9NO molecule. The level of theory is the ωB97M-V functional and the def2-TZVPD basis.

XYZ file:
```
16
Properties=species:S:1:pos:R:3:forces:R:3
C -1.177 1.256 0.974 -0.049 0.084 0.125
C -1.272 -0.251 0.865 -1.539 0.182 -1.339
O -2.106 -0.896 1.469 0.464 0.405 -0.008
C -0.525 -0.994 -0.263 -0.208 -0.043 -0.530
C 0.762 -1.272 0.431 -0.298 1.362 2.471
N 0.753 -0.609 -0.789 -0.303 -0.129 0.275
C 1.496 0.375 -1.548 -0.188 0.171 0.243
H -1.553 1.589 1.942 0.031 -0.069 -0.076
H -0.199 1.709 0.777 -0.144 -0.359 -0.050
H -1.879 1.594 0.199 0.136 0.160 0.084
H -1.171 -1.627 -0.859 0.201 -0.422 0.132
H 1.438 -2.104 0.650 -0.782 -0.152 -0.135
H 0.333 -0.621 1.491 3.053 -1.306 -1.717
H 1.736 1.291 -0.997 -0.049 0.034 0.007
H 0.922 0.635 -2.445 0.050 -0.023 0.260
H 2.440 -0.077 -1.897 -0.375 0.106 0.260
```
Positions in Å, forces in eV/Å.

Output
HOMO = -8.534 eV
ΔE to the lowest compared entry with this formula, charge and spin = 429.2 kJ/mol
molar mass = 99.13 g mol⁻¹
gap between HOMO and LUMO = 9.4 eV
SMILES = CC(=O)[C@@H]1CN1C
total charge = 0
LUMO energy = 0.032 Eh

=====

# 2
This record from OMol25 describes a gas-phase ion, C3H10N2O2 (charge +2). The level of theory is the ωB97M-V functional and the def2-TZVPD basis.

XYZ file:
```
17
Properties=species:S:1:pos:R:3:forces:R:3
C -1.434 -1.763 0.590 -5.005 1.081 -0.605
N -0.201 -1.110 0.486 0.910 1.375 -0.465
O 0.898 -1.552 1.158 0.697 0.207 0.267
C -0.093 0.034 -0.153 -0.685 -1.089 -1.090
O -1.087 0.682 -0.784 2.515 -0.032 0.909
C 1.207 0.711 -0.406 2.579 -0.893 -0.175
N 0.946 2.155 -0.572 0.424 3.744 1.412
H -2.143 -1.333 1.340 1.066 0.391 0.153
H -1.510 -2.791 0.920 0.895 -0.505 -0.894
H -2.059 -1.440 -0.347 1.276 -1.847 1.279
H 0.932 -2.530 1.320 -0.683 0.663 -0.570
H -1.949 0.321 -0.873 -1.535 -0.906 0.171
H 1.940 0.442 0.391 -0.714 0.890 -0.026
H 1.862 0.356 -1.294 -1.870 0.188 0.812
H 0.042 2.366 -1.096 1.227 -0.397 0.719
H 1.712 2.704 -1.050 -0.632 -1.111 -0.004
H 0.936 2.748 0.370 -0.466 -1.760 -1.894
```
Positions in Å, forces in eV/Å.

Output
HOMO = -19.435 eV
ΔE to the lowest compared entry with this formula, charge and spin = 284.6 kJ/mol
molar mass = 106.12 g mol⁻¹
gap between HOMO and LUMO = 10.6 eV
SMILES = C/[N+](O)=C(\O)C[NH3+]
total charge = +2
LUMO energy = -0.325 Eh

=====

# 3
This record from OMol25 describes a molecular structure, C26H44BrEuN3P2S. The level of theory is the ωB97M-V functional and the def2-TZVPD basis.

XYZ file:
```
78
Properties=species:S:1:pos:R:3:forces:R:3
N -5.812 4.949 -3.474 -0.198 0.148 0.019
C -5.611 5.604 -2.328 0.363 -0.287 0.018
C -4.493 5.384 -1.519 -0.336 0.135 -0.256
C -3.513 4.438 -1.910 -0.707 0.252 0.303
C -3.775 3.732 -3.119 0.036 0.079 -0.071
C -4.919 4.040 -3.858 0.171 -0.060 0.294
C -2.285 4.268 -1.151 -1.063 0.535 -0.469
Eu -0.175 3.794 0.524 -0.248 -0.317 0.104
P 4.453 -0.034 0.555 -1.509 -0.445 -1.000
C -1.320 3.316 -1.524 1.706 -1.847 -0.160
C -1.402 1.831 -1.383 -0.358 0.924 -0.592
C -0.661 0.942 -2.216 -0.197 0.340 0.390
C -0.578 -0.395 -1.911 -0.160 -0.676 0.160
C -1.180 -0.938 -0.743 -1.495 0.121 0.101
C -2.001 -0.073 0.014 0.321 -0.996 -0.474
C -2.164 1.255 -0.346 0.208 0.520 0.206
Br 1.348 -1.053 0.153 0.258 0.530 1.484
H -2.034 5.101 -0.428 -0.234 -0.088 -0.546
H -0.435 3.665 -2.098 -0.232 -0.131 -0.110
H -4.409 5.984 -0.609 0.204 -0.286 -0.198
H -3.096 2.986 -3.543 -0.070 0.341 0.440
H -6.381 6.336 -2.058 0.377 -0.265 -0.014
H -5.137 3.537 -4.814 0.233 0.195 0.531
H -0.162 1.325 -3.110 -0.132 -0.100 0.349
H -2.863 1.879 0.221 0.331 -0.164 -0.148
H 0.051 -1.017 -2.544 -0.226 0.058 0.142
H -2.490 -0.440 0.921 -0.008 0.137 -0.358
P -1.082 -2.699 -0.121 -0.515 0.927 -0.456
C 3.985 1.707 0.668 0.223 0.313 0.551
C 5.232 2.550 0.322 0.161 0.175 -0.075
H 3.635 1.914 1.693 0.119 -0.065 -0.330
H 3.158 1.875 -0.040 0.210 -0.159 0.225
H 5.102 3.584 0.652 0.051 -0.135 -0.094
H 6.134 2.147 0.803 -0.283 0.219 -0.016
H 5.433 2.558 -0.756 -0.126 -0.030 0.209
C 3.987 -0.560 -1.130 0.416 -0.449 -0.403
C 4.852 -1.713 -1.619 0.465 -0.258 -0.232
H 4.035 0.303 -1.812 0.175 -0.081 0.349
H 2.912 -0.926 -1.091 1.466 0.761 0.023
H 4.556 -1.971 -2.644 0.147 -0.026 0.306
H 5.920 -1.452 -1.621 -0.272 -0.174 -0.117
H 4.723 -2.604 -0.985 0.008 0.226 -0.225
C 3.859 -1.125 1.893 0.466 -0.510 0.598
C 4.927 -1.503 2.921 0.412 0.110 0.157
H 3.465 -2.038 1.425 0.143 0.461 -0.067
H 3.009 -0.624 2.371 0.192 -0.024 -0.237
H 4.533 -2.225 3.637 -0.109 0.058 -0.094
H 5.804 -1.964 2.461 -0.092 0.029 -0.040
H 5.280 -0.643 3.493 -0.004 0.034 -0.022
C -0.835 -2.825 1.688 0.740 0.457 0.351
C -1.093 -4.209 2.291 -0.327 -0.247 0.041
H -1.485 -2.075 2.167 0.073 -0.214 -0.315
H 0.199 -2.494 1.904 -0.602 -0.243 -0.270
H -2.172 -4.371 2.462 0.499 -0.124 -0.167
H -0.692 -5.025 1.667 -0.198 0.300 0.305
H -0.594 -4.262 3.271 -0.183 -0.052 -0.338
C 0.044 -3.788 -1.058 0.545 0.124 0.220
C -0.262 -3.930 -2.554 -0.294 0.025 -0.232
H 0.015 -4.774 -0.570 -0.070 0.264 -0.033
H 1.059 -3.387 -0.915 -0.487 -0.194 0.026
H -1.057 -4.670 -2.722 0.224 0.286 -0.053
H -0.567 -2.977 -3.017 0.098 -0.441 0.155
H 0.645 -4.276 -3.069 -0.335 0.049 0.136
C -2.733 -3.409 -0.378 0.112 -0.274 -0.352
C -3.894 -2.882 0.462 -0.258 0.104 0.168
H -2.618 -4.494 -0.231 -0.047 0.223 -0.078
H -2.931 -3.240 -1.446 -0.083 -0.179 0.166
H -4.127 -1.838 0.230 0.012 -0.213 -0.032
H -4.786 -3.483 0.248 0.203 0.204 0.030
H -3.719 -2.953 1.543 0.065 -0.031 -0.247
N 0.907 1.938 3.854 -0.564 0.306 -0.056
C -0.356 1.563 3.465 0.141 -0.162 0.320
N -0.661 0.270 3.667 -0.336 0.568 -0.144
S -1.525 2.663 2.796 0.972 -0.763 0.657
H 1.353 1.405 4.603 -0.143 0.224 -0.446
H 1.093 2.941 3.883 -0.262 -0.599 0.133
H -1.608 -0.031 3.439 0.588 0.132 0.161
H -0.017 -0.394 4.099 -0.367 0.412 -0.260
```
Positions in Å, forces in eV/Å.

Output
HOMO (alpha / beta) = -11.303 / -11.711 eV
spin multiplicity = 8
molar mass = 724.54 g mol⁻¹
gap between HOMO and LUMO (alpha / beta) = 5.3 / 4.0 eV
total charge = +2
LUMO energy (alpha / beta) = -0.221 / -0.282 Eh

=====

# 4
This record from OMol25 describes 5 unconnected molecules or ions with the total composition C4H18N2O6. The level of theory is the ωB97M-V functional and the def2-TZVPD basis.

XYZ file:
```
30
Properties=species:S:1:pos:R:3:forces:R:3
N -0.182 -1.583 1.245 -1.121 -1.275 0.294
C -0.948 -1.662 0.014 -0.768 3.159 0.615
C -0.115 -1.154 -1.152 0.995 -0.915 -1.562
O 1.009 -2.131 -1.230 -0.482 1.015 0.809
C -2.278 -0.670 0.156 -1.372 -3.818 0.146
N -2.370 0.059 1.406 1.221 3.582 -1.653
C -2.003 1.437 1.313 -1.623 -3.009 0.592
O -1.898 1.851 0.179 0.614 1.874 0.932
H 0.093 -0.691 1.570 -0.308 1.211 -0.053
H 0.702 -2.023 1.155 0.673 -1.025 -0.298
H -1.266 -2.692 -0.127 -0.049 0.062 -0.297
H -0.672 -1.109 -2.152 0.693 -0.132 1.357
H 0.412 -0.173 -1.019 -1.105 -0.779 0.268
H 1.062 -2.517 -2.087 -0.080 -0.347 -1.001
H -2.416 -0.038 -0.748 0.148 -0.420 1.031
H -3.201 -1.407 0.209 1.741 1.345 -0.438
H -2.374 -0.432 2.253 0.164 -0.636 1.141
H -1.991 2.016 2.309 0.185 -0.652 -1.515
O 1.439 0.535 1.952 0.254 -2.489 2.426
H 2.383 0.600 1.973 0.800 -0.048 0.048
H 1.187 1.269 1.477 -0.800 2.727 -2.033
O 1.945 2.123 -0.125 1.444 0.695 -1.736
H 1.684 1.828 -1.019 -0.671 0.167 0.682
H 2.911 1.903 -0.268 -1.406 0.316 1.055
O 3.095 -0.069 -0.323 0.845 -0.190 0.757
H 2.416 -0.689 -0.061 -0.386 -0.285 0.038
H 3.225 -0.225 -1.241 0.243 -0.513 -1.140
O -0.676 1.640 -2.146 2.656 0.744 -3.463
H -0.041 2.399 -2.165 -1.343 -0.904 0.385
H -1.132 1.604 -1.350 -1.161 0.540 2.608
```
Positions in Å, forces in eV/Å.

Output
HOMO = -8.928 eV
ΔE to the lowest compared entry with this formula, charge and spin = 239.2 kJ/mol
molar mass = 190.20 g mol⁻¹
gap between HOMO and LUMO = 9.3 eV
SMILES = N[C@H](CO)CNC=O.O.O.O.O
total charge = 0
LUMO energy = 0.014 Eh

=====

# 5
This record from OMol25 describes a molecular structure, C30H47BiFP2. The level of theory is the ωB97M-V functional and the def2-TZVPD basis.

XYZ file:
```
81
Properties=species:S:1:pos:R:3:forces:R:3
Bi -0.220 -0.091 2.171 -1.419 0.116 3.535
C -2.269 -2.205 3.505 0.566 -0.519 -0.615
C -2.024 -3.171 2.504 0.306 0.678 1.529
C 0.029 -2.582 3.387 -0.528 -1.207 -1.884
C -1.006 -1.795 4.061 -1.016 0.407 -0.659
C -0.629 -3.427 2.453 0.782 0.875 1.227
C -3.591 -1.682 3.923 -0.551 0.340 0.138
H -4.273 -1.653 3.058 0.016 -0.010 0.325
H -3.500 -0.654 4.306 -0.072 -0.430 -0.053
H -4.074 -2.298 4.708 0.245 0.280 -0.386
C -0.789 -1.055 5.336 0.184 0.197 0.363
H -1.668 -0.467 5.634 0.269 -0.251 -0.131
H 0.057 -0.343 5.254 -0.294 -0.381 0.185
H -0.545 -1.768 6.158 -0.125 0.362 -0.515
C 1.435 -2.666 3.841 0.668 0.048 0.149
H 1.501 -3.294 4.753 0.117 0.329 -0.388
H 1.848 -1.668 4.082 -0.080 -0.400 0.076
H 2.088 -3.105 3.069 -0.247 0.081 0.356
C 0.049 -4.421 1.593 0.299 -0.413 -0.438
H 0.068 -5.436 2.031 -0.047 0.414 -0.162
H 1.087 -4.125 1.401 -0.124 -0.160 0.012
H -0.449 -4.496 0.620 0.083 -0.163 0.072
C -3.042 -3.778 1.624 -0.315 -0.152 -0.208
H -3.371 -4.770 1.966 0.083 0.233 -0.110
H -2.641 -3.883 0.616 -0.070 -0.220 -0.125
H -3.919 -3.133 1.556 -0.096 -0.175 0.048
C -1.551 1.266 0.787 -2.142 0.176 -1.240
C -2.580 0.307 0.976 0.443 2.831 -0.729
C -3.258 -0.432 -0.124 -0.262 -1.205 0.138
C -2.315 -1.051 -1.181 -1.122 0.192 -1.229
C -1.079 -1.620 -0.618 1.739 0.536 0.552
C 0.052 -0.914 -0.259 -0.360 -0.514 -2.523
C 0.313 0.508 -0.824 0.371 -0.263 0.264
C -0.806 1.526 -0.529 -0.310 0.631 0.199
H -4.003 0.234 -0.611 0.604 -0.045 0.252
H -2.137 -0.310 -1.983 0.315 -0.297 0.494
H -3.889 -1.236 0.299 0.393 0.302 -0.012
H -1.521 1.600 -1.370 0.246 -0.139 0.437
H -1.554 2.100 1.512 0.172 -0.742 -0.297
H -3.170 0.458 1.882 0.426 -0.367 -0.010
H -0.358 2.536 -0.431 -0.210 -0.580 -0.137
H 1.267 0.898 -0.429 -0.361 -0.264 0.061
H 0.964 -1.505 -0.114 -0.356 0.084 0.332
H 0.509 0.439 -1.913 -0.268 -0.126 0.478
H -2.867 -1.858 -1.703 0.210 0.340 0.378
H -1.038 -2.699 -0.563 0.009 -0.084 0.430
P 2.257 1.968 -4.240 -0.422 0.355 -0.031
P 4.747 0.413 -5.158 0.699 0.029 -0.579
C 2.972 2.472 -5.901 -0.117 -0.053 0.282
C 4.437 2.049 -6.018 0.165 -0.332 0.246
H 2.878 3.564 -5.990 -0.118 -0.275 -0.167
H 2.359 2.003 -6.685 0.198 0.130 0.187
H 4.740 1.949 -7.070 0.054 0.182 0.234
H 5.096 2.784 -5.531 -0.166 -0.121 -0.152
C 6.582 0.394 -5.355 -0.023 -0.007 0.005
H 6.945 -0.607 -5.086 0.038 0.288 -0.097
H 7.022 1.129 -4.668 0.001 -0.213 -0.199
H 6.866 0.630 -6.392 0.063 -0.080 0.308
C 4.358 -0.689 -6.586 -0.034 -0.079 0.131
H 4.883 -0.346 -7.487 -0.159 -0.150 0.104
H 3.278 -0.708 -6.764 0.161 -0.065 -0.063
H 4.690 -1.702 -6.329 -0.131 0.132 -0.169
C 1.984 3.652 -3.543 -0.063 0.009 -0.025
H 1.397 3.561 -2.620 0.118 0.161 -0.153
H 1.455 4.285 -4.269 0.091 -0.005 0.283
H 2.956 4.099 -3.300 -0.255 -0.024 -0.012
C 0.529 1.617 -4.785 -0.008 0.099 -0.070
H 0.521 0.680 -5.358 -0.090 0.222 0.120
H 0.152 2.439 -5.410 -0.104 -0.270 0.145
H -0.109 1.493 -3.899 0.019 0.055 -0.268
F -2.655 4.717 6.248 0.236 -1.101 -0.816
C -2.399 3.641 5.417 -0.092 0.796 0.588
C -3.470 2.952 4.871 0.097 -0.556 -0.494
C -3.197 1.863 4.007 -0.638 0.833 0.514
C -1.891 1.526 3.730 2.105 -1.825 -1.247
C -0.833 2.210 4.287 -0.362 1.713 1.251
C -1.080 3.306 5.155 0.338 -0.699 -0.527
H -4.498 3.245 5.088 0.326 -0.010 0.026
H -4.054 1.335 3.573 0.292 0.183 0.170
H 0.202 1.944 4.063 -0.128 0.252 0.241
H -0.248 3.852 5.589 -0.262 0.082 0.056
```
Positions in Å, forces in eV/Å.

Output
HOMO (alpha / beta) = -9.490 / -9.490 eV
molar mass = 697.63 g mol⁻¹
gap between HOMO and LUMO (alpha / beta) = 4.8 / 4.8 eV
total charge = +1
LUMO energy (alpha / beta) = -0.171 / -0.173 Eh

=====

# 6
This record from OMol25 describes a single C23H26N6O4S molecule. The level of theory is the ωB97M-V functional and the def2-TZVPD basis.

XYZ file:
```
60
Properties=species:S:1:pos:R:3:forces:R:3
C 2.967 -3.810 1.333 0.064 -0.167 0.152
O 2.640 -2.787 0.423 -0.386 0.012 -0.356
C 1.339 -2.530 0.161 -0.156 0.047 -0.119
C 0.272 -3.256 0.685 0.192 -0.066 0.073
C -1.026 -2.966 0.299 -0.114 0.017 -0.043
C -1.265 -1.966 -0.621 -0.652 0.047 -0.036
S -2.935 -1.624 -1.154 0.464 0.168 0.175
O -3.068 -1.894 -2.554 0.119 0.211 -0.196
O -3.837 -2.298 -0.256 0.232 0.073 0.131
N -2.962 0.046 -0.957 0.180 -1.034 -0.269
C -3.147 0.471 0.411 -0.155 -0.022 0.639
C -4.620 0.461 0.821 0.205 0.014 0.118
N -5.397 1.271 -0.109 -0.062 -0.022 -0.058
C -6.781 1.426 0.316 -0.041 0.312 0.213
C -6.864 2.541 1.363 -0.053 -0.335 0.039
O -6.232 3.704 0.897 0.134 0.332 -0.133
C -5.270 0.724 -1.452 0.219 0.140 -0.172
C -3.805 0.774 -1.881 -0.495 -0.067 -0.533
C -0.226 -1.223 -1.144 0.370 -0.042 0.064
C 1.077 -1.475 -0.738 -0.210 -0.239 0.252
C 2.158 -0.662 -1.267 0.261 0.084 0.056
N 2.258 -0.236 -2.506 -0.937 -0.697 0.143
N 3.370 0.480 -2.643 1.081 0.768 -0.124
C 3.972 0.515 -1.478 -0.558 -0.386 0.089
C 5.180 1.129 -1.039 0.380 0.111 0.438
C 6.014 1.849 -1.897 -0.063 -0.058 0.057
C 7.170 2.409 -1.407 -0.064 -0.029 -0.028
C 7.508 2.260 -0.061 0.058 0.013 0.082
C 6.692 1.557 0.795 -0.076 -0.047 0.006
C 5.507 0.975 0.327 0.063 0.196 -0.720
C 4.593 0.241 1.176 -0.292 -0.137 -0.109
C 4.857 0.086 2.638 -0.036 -0.007 -0.021
N 3.507 -0.308 0.744 -0.143 -0.073 1.144
N 3.231 -0.199 -0.556 0.463 0.611 -1.324
H 2.553 -3.610 2.326 -0.005 -0.001 -0.034
H 4.054 -3.811 1.391 -0.077 -0.037 0.025
H 2.623 -4.787 0.981 0.002 0.044 0.022
H 0.444 -4.057 1.386 0.037 -0.063 0.051
H -1.863 -3.516 0.699 -0.050 -0.096 0.102
H -2.576 -0.208 1.047 0.023 0.164 0.167
H -2.737 1.482 0.505 0.010 -0.090 0.023
H -4.715 0.879 1.825 0.023 -0.036 -0.003
H -4.975 -0.581 0.834 -0.039 0.159 0.065
H -7.367 1.730 -0.554 0.004 -0.035 0.024
H -7.208 0.493 0.716 0.007 -0.012 -0.052
H -7.908 2.797 1.563 0.054 -0.110 0.028
H -6.404 2.214 2.308 -0.128 -0.014 -0.055
H -5.449 3.404 0.412 -0.044 -0.057 -0.004
H -5.872 1.327 -2.136 0.002 -0.065 0.019
H -5.615 -0.323 -1.499 -0.075 0.070 -0.030
H -3.678 0.313 -2.860 -0.064 0.221 -0.051
H -3.455 1.810 -1.910 -0.004 -0.076 0.006
H -0.424 -0.443 -1.860 0.067 0.171 -0.074
H 5.726 1.943 -2.932 0.006 0.037 -0.131
H 7.823 2.966 -2.062 0.041 0.042 -0.066
H 8.419 2.704 0.312 0.061 0.026 0.038
H 6.968 1.453 1.833 0.025 -0.004 0.104
H 4.925 1.060 3.119 0.048 0.047 0.089
H 4.044 -0.478 3.086 -0.008 -0.005 0.030
H 5.793 -0.446 2.800 0.091 -0.009 0.076
```
Positions in Å, forces in eV/Å.

Output
HOMO = -8.478 eV
ΔE to the lowest compared entry with this formula, charge and spin = 287.9 kJ/mol
molar mass = 482.57 g mol⁻¹
gap between HOMO and LUMO = 8.4 eV
SMILES = COc1ccc(S(=O)(=O)N2CCN(CCO)CC2)cc1-c1nnc2c3ccccc3c(C)nn12
total charge = 0
LUMO energy = -0.001 Eh

=====

Question: Which of these has the highest molar mass?
Answer: C26H44BrEuN3P2S